A | {
  "formula": "C7H17N",
  "method": "ωB97M-V/def2-TZVPD",
  "smiles": "CCCN[C@@H](C)CC",
  "spin_multiplicity": 1,
  "homo_ev": -9.1,
  "gap_ev": 10.164,
  "symbols": ["C", "C", "C", "N", "C", "C", "C", "C", "H", "H", "H", "H", "H", "H", "H", "H", "H", "H", "H", "H", "H", "H", "H", "H", "H"],
  "coordinates": [[-2.037, 2.078, -1.881], [-0.485, 2.121, -1.782], [0.088, 1.593, -0.353], [-0.146, 0.094, -0.472], [0.494, -0.578, 0.788], [-0.225, -0.422, 2.162], [0.652, -2.009, 0.364], [1.821, -2.838, 1.051], [-2.329, 2.925, -1.115], [-2.334, 2.395, -2.924], [-2.669, 1.233, -1.805], [-0.099, 1.462, -2.481], [-0.252, 3.207, -2.098], [-0.627, 2.032, 0.286], [1.121, 1.835, -0.112], [-1.141, -0.095, -0.433], [1.564, -0.282, 0.964], [-1.144, -0.880, 2.120], [-0.298, 0.590, 2.447], [0.307, -0.764, 3.053], [0.946, -1.879, -0.806], [-0.155, -2.755, 0.356], [1.838, -3.858, 0.714], [1.538, -3.048, 2.099], [2.904, -2.450, 0.946]]
}

B | {
  "formula": "C7H17N",
  "method": "ωB97M-V/def2-TZVPD",
  "spin_multiplicity": 1,
  "homo_ev": -6.9,
  "gap_ev": 5.221,
  "symbols": ["C", "C", "C", "C", "N", "C", "C", "C", "H", "H", "H", "H", "H", "H", "H", "H", "H", "H", "H", "H", "H", "H", "H", "H", "H"],
  "coordinates": [[-1.588, -0.014, -0.262], [-1.201, 0.555, -1.600], [-1.669, 1.963, -1.914], [-1.162, 0.949, 0.887], [0.219, 1.278, 0.774], [1.091, 0.482, 1.426], [0.938, -0.332, 2.522], [2.556, -2.585, -0.048], [-2.683, 0.013, -0.189], [-1.229, -1.015, -0.012], [-0.039, 0.701, -1.443], [-1.341, -0.170, -2.404], [-2.759, 1.894, -1.873], [-1.317, 2.713, -1.217], [-1.338, 2.209, -2.925], [-1.849, 1.809, 0.783], [-1.405, 0.499, 1.866], [2.220, -3.295, 0.728], [2.104, 0.693, 1.096], [1.835, -0.742, 2.950], [0.791, 0.018, -1.173], [-0.017, -0.500, 3.004], [2.466, -1.580, 0.355], [1.847, -2.698, -0.878], [3.529, -2.847, -0.452]]
}

C | {
  "formula": "C7H17N",
  "method": "ωB97M-V/def2-TZVPD",
  "smiles": "CC(C)CCN(C)C",
  "spin_multiplicity": 1,
  "homo_ev": -8.3,
  "gap_ev": 9.397,
  "symbols": ["C", "C", "C", "C", "C", "N", "C", "C", "H", "H", "H", "H", "H", "H", "H", "H", "H", "H", "H", "H", "H", "H", "H", "H", "H"],
  "coordinates": [[-1.439, -0.227, 2.519], [-1.043, 0.705, 1.369], [-2.158, 1.715, 1.068], [-0.668, -0.146, 0.127], [0.648, 0.288, -0.527], [1.084, -0.729, -1.509], [1.673, -0.154, -2.725], [1.974, -1.702, -0.900], [-0.620, -0.915, 2.746], [-1.698, 0.348, 3.412], [-2.342, -0.785, 2.245], [-0.132, 1.224, 1.678], [-2.311, 1.829, -0.006], [-1.888, 2.725, 1.387], [-3.099, 1.463, 1.563], [-1.428, -0.071, -0.645], [-0.524, -1.187, 0.405], [1.448, 0.420, 0.216], [0.502, 1.204, -1.100], [2.101, 0.832, -2.540], [2.404, -0.855, -3.114], [0.897, -0.084, -3.496], [2.002, -2.606, -1.506], [1.619, -1.984, 0.098], [2.997, -1.308, -0.766]]
}

D | {
  "formula": "C7H17N",
  "method": "ωB97M-V/def2-TZVPD",
  "smiles": "CCN[C@@H](C)C(C)C",
  "spin_multiplicity": 1,
  "homo_ev": -8.7,
  "gap_ev": 9.793,
  "symbols": ["C", "C", "N", "C", "C", "C", "C", "C", "H", "H", "H", "H", "H", "H", "H", "H", "H", "H", "H", "H", "H", "H", "H", "H", "H"],
  "coordinates": [[-1.452, 0.068, -3.208], [-1.560, -0.602, -1.736], [-0.350, -0.056, -1.104], [-0.152, -0.353, 0.381], [0.633, -1.702, 0.589], [0.438, 0.901, 1.155], [0.254, 0.609, 2.693], [1.930, 1.207, 0.806], [-1.756, -0.567, -3.944], [-2.167, 1.013, -3.191], [-0.500, 0.418, -3.482], [-2.325, -0.066, -1.114], [-1.733, -1.754, -1.842], [0.594, -0.531, -1.604], [-1.130, -0.439, 0.796], [0.878, -1.808, 1.636], [-0.003, -2.512, 0.202], [1.633, -1.540, 0.101], [-0.262, 1.835, 0.870], [0.951, -0.025, 3.299], [0.124, 1.535, 3.333], [-0.781, 0.435, 2.826], [2.516, 0.495, 1.464], [2.213, 1.233, -0.225], [2.007, 2.207, 1.299]]
}

Which of them is least stable? Easy: B.

A | {
  "formula": "C7H17N",
  "method": "ωB97M-V/def2-TZVPD",
  "spin_multiplicity": 1,
  "homo_ev": -8.0,
  "gap_ev": 8.536,
  "symbols": ["C", "C", "C", "N", "C", "C", "C", "C", "H", "H", "H", "H", "H", "H", "H", "H", "H", "H", "H", "H", "H", "H", "H", "H", "H"],
  "coordinates": [[-0.679, 1.764, -0.596], [-0.613, 0.299, -1.191], [0.366, 0.436, -2.502], [-0.320, -1.070, -0.562], [0.576, -0.522, 0.229], [0.749, -0.761, 1.712], [1.584, 0.455, 2.291], [-0.647, -0.942, 2.397], [-1.227, 2.471, -1.221], [0.365, 2.115, -0.486], [-1.194, 2.001, 0.345], [-1.600, 0.261, -1.683], [0.703, -0.556, -2.806], [-0.030, 1.062, -3.280], [1.279, 0.902, -2.076], [1.541, -0.282, -0.227], [-2.082, -2.827, -3.171], [-2.205, -2.501, -3.830], [1.547, -1.510, 1.844], [0.799, 1.278, 2.138], [1.599, 0.287, 3.370], [2.562, 0.568, 1.809], [-1.321, -0.404, 1.721], [-0.999, -1.971, 2.374], [-0.754, -0.554, 3.400]]
}

B | {
  "formula": "C7H17N",
  "method": "ωB97M-V/def2-TZVPD",
  "smiles": "[H]/N=C/C.CCC(C)C",
  "spin_multiplicity": 1,
  "homo_ev": -9.4,
  "gap_ev": 10.451,
  "symbols": ["H", "N", "C", "C", "H", "H", "H", "H", "C", "C", "C", "C", "C", "H", "H", "H", "H", "H", "H", "H", "H", "H", "H", "H", "H"],
  "coordinates": [[-1.936, 0.282, 2.085], [-0.924, 0.374, 2.061], [-0.278, -0.717, 2.045], [1.208, -0.706, 2.149], [-0.746, -1.707, 1.971], [1.594, 0.287, 1.936], [1.656, -1.430, 1.471], [1.490, -0.978, 3.167], [-1.908, -0.863, -0.972], [-0.385, -0.820, -1.047], [0.251, 0.688, -1.330], [-0.212, 1.767, -0.398], [1.769, 0.558, -1.355], [-2.343, 0.004, -1.466], [-2.304, -1.757, -1.465], [-2.268, -0.865, 0.057], [-0.048, -1.363, -1.931], [0.081, -1.337, -0.214], [-0.108, 0.902, -2.340], [-0.313, 1.359, 0.680], [0.473, 2.612, -0.374], [-1.212, 2.118, -0.646], [2.218, 1.460, -1.769], [2.084, -0.286, -1.966], [2.162, 0.417, -0.349]]
}

Which of them is least stable? Easy: A.

A | {
  "formula": "C4H11NO3",
  "method": "ωB97M-V/def2-TZVPD",
  "smiles": "CN(C=O)CCO.O",
  "spin_multiplicity": 1,
  "homo_ev": -9.4,
  "gap_ev": 10.151,
  "symbols": ["C", "N", "C", "O", "C", "C", "O", "H", "H", "H", "H", "H", "H", "H", "H", "H", "O", "H", "H"],
  "coordinates": [[-1.321, -1.654, 1.709], [-0.409, -0.755, 0.811], [0.894, -0.683, 1.123], [1.765, -0.274, 0.394], [-0.941, -0.713, -0.518], [-1.990, 0.522, -0.462], [-2.007, 1.330, -1.655], [-1.424, -2.542, 1.053], [-0.921, -1.752, 2.709], [-2.398, -1.255, 1.520], [1.014, -1.025, 2.168], [-1.388, -1.589, -0.957], [-0.102, -0.324, -1.176], [-3.031, 0.133, -0.394], [-1.824, 1.304, 0.326], [-1.149, 1.801, -1.753], [4.816, 2.429, -1.816], [5.392, 1.725, -1.541], [5.022, 3.321, -1.543]]
}

B | {
  "formula": "C4H11NO3",
  "method": "ωB97M-V/def2-TZVPD",
  "smiles": "NC(=O)CCCO.O",
  "spin_multiplicity": 1,
  "homo_ev": -10.0,
  "gap_ev": 10.609,
  "symbols": ["N", "C", "O", "C", "C", "C", "O", "H", "H", "H", "H", "H", "H", "H", "H", "H", "O", "H", "H"],
  "coordinates": [[2.658, -1.399, 0.082], [2.190, -0.315, -0.617], [2.850, 0.706, -0.703], [0.829, -0.523, -1.222], [-0.298, -0.689, -0.211], [-1.323, 0.435, -0.098], [-2.384, 0.351, -1.043], [2.192, -2.277, 0.005], [3.559, -1.406, 0.529], [0.619, 0.310, -1.890], [0.938, -1.336, -1.941], [-0.798, -1.650, -0.055], [0.188, -0.646, 0.770], [-1.754, 0.325, 0.892], [-0.770, 1.358, -0.284], [-2.069, -0.116, -1.829], [-1.988, 2.332, 2.822], [-1.698, 2.078, 1.945], [-2.941, 2.461, 2.847]]
}

Which of them is least stable? Easy: A.